1.
This record from OMol25 describes a structure of composition C3H5NS2. The level of theory is wB97M-V/def2-TZVPD.

Summary:
- orbital gap (spin up / spin down) (hartree) = 0.2662 / 0.2395
- LUMO level (spin up / spin down) (eV) = -0.2 / -0.7
- F_max (eV Å⁻¹) = 3.51

Positions of all 11 atoms, in Å:
C  0.6955  1.6567  0.4079
C  1.4265  1.1665  -0.6960
C  -0.4783  -1.5758  0.1792
N  0.2676  1.0092  1.3619
S  2.3758  -0.2699  -0.4141
S  1.0426  -1.0926  1.0544
H  0.6062  2.8203  0.5057
H  1.5506  1.6595  -1.6812
H  -0.7672  -0.9934  -0.6594
H  -1.1700  -1.6316  0.9798
H  -0.2492  -2.5737  -0.0751

---

2.
This record from OMol25 describes the molecule C3H5NS2. The level of theory is wB97M-V/def2-TZVPD.

Summary:
- orbital gap (hartree) = 0.3232
- LUMO level (eV) = 0.1
- SMILES string = S=C(S)N1CC1
- F_max (eV Å⁻¹) = 4.84

Positions of all 11 atoms, in Å:
S  1.2625  1.4869  -2.2635
C  1.0295  0.1634  -1.3090
S  1.7504  -1.4198  -1.7236
N  0.7037  0.2172  0.0354
C  -0.3162  1.0603  0.5919
C  -0.4051  -0.4484  0.6900
H  2.1385  -0.7356  -2.8743
H  -1.0528  1.6117  0.0261
H  0.1121  1.5003  1.3687
H  -0.2948  -0.9682  1.7623
H  -1.0179  -0.8980  0.0356

---

3.
This record from OMol25 describes the molecule C3H5NS2. The level of theory is wB97M-V/def2-TZVPD.

Summary:
- orbital gap (hartree) = 0.3222
- LUMO level (eV) = 0.5
- SMILES string = S=C1CCSN1
- F_max (eV Å⁻¹) = 3.30

Positions of all 11 atoms, in Å:
S  0.9851  -2.1908  1.2951
C  0.6202  -0.8827  0.4227
C  -0.7322  -0.2965  0.4257
C  -0.6981  1.1287  -0.2441
S  0.4554  0.7956  -1.5608
N  1.3737  -0.2139  -0.4741
H  -1.1675  -0.2099  1.3347
H  -1.4025  -0.9204  -0.1486
H  -0.1236  1.8311  0.3559
H  -1.6289  1.3606  -0.7346
H  2.3183  -0.4018  -0.6720

---

4.
This record from OMol25 describes the molecule C3H5NSe. The level of theory is wB97M-V/def2-TZVPD.

Summary:
- orbital gap (spin up / spin down) (hartree) = 0.1985 / 0.2635
- 2S+1 = 3
- LUMO level (spin up / spin down) (eV) = 0.9 / -2.4
- F_max (eV Å⁻¹) = 5.98
- ⟨S²⟩ = 2.007

Positions of all 10 atoms, in Å:
C  0.9237  -0.2403  -0.1012
C  -0.3114  -1.1782  0.2631
C  -0.5072  1.4772  0.1896
N  0.7735  0.9669  -0.0476
Se  -1.8424  0.0442  -0.0504
H  1.8360  -0.6214  -0.2630
H  -0.3437  -2.1331  -0.4005
H  -0.3470  -1.4450  1.3532
H  -0.3874  1.7039  1.3417
H  -0.8282  2.2866  -0.5291

---

5.
This record from OMol25 describes a cluster of 2 separate species, C3H5O2P in total. The level of theory is wB97M-V/def2-TZVPD.

Summary:
- orbital gap (hartree) = 0.3651
- LUMO level (eV) = 0.7
- SMILES string = C=C=O.O=CP
- F_max (eV Å⁻¹) = 2.95

Positions of all 11 atoms, in Å:
C  -1.1526  0.5989  -2.0496
C  -1.3683  0.4099  -0.7845
O  -1.6846  0.4863  0.3485
H  -1.9465  0.2158  -2.7428
H  -0.1794  0.7698  -2.3802
O  1.4866  -0.4381  -0.4162
C  1.3368  -0.9784  0.6314
P  1.2083  0.0337  2.1414
H  1.4781  -2.0755  0.6069
H  0.0555  -0.3175  2.7943
H  0.7662  1.2951  1.8509

---

6.
This record from OMol25 describes a structure of composition C3H5O3. The level of theory is wB97M-V/def2-TZVPD.

Summary:
- net charge = -1
- orbital gap (hartree) = 0.3043
- LUMO level (eV) = 4.3
- F_max (eV Å⁻¹) = 2.36

Positions of all 11 atoms, in Å:
C  3.1578  -0.0241  -0.1514
C  1.8379  -0.1355  0.1092
O  0.8892  0.7829  0.0999
H  3.8290  -0.7223  0.3385
H  3.5055  0.7814  -0.7923
H  1.4009  -1.1457  0.1510
H  -0.1023  0.1948  -0.1677
O  -0.9811  -0.7152  0.1454
C  -2.0684  -0.2258  -0.3720
O  -2.9643  0.3339  0.2285
H  -2.1475  -0.4138  -1.4748

---

7.
This record from OMol25 describes a cluster of 2 separate species, C3H5O3 in total. The level of theory is wB97M-V/def2-TZVPD.

Summary:
- orbital gap (spin up / spin down) (hartree) = 0.3485 / 0.1499
- 2S+1 = 2
- LUMO level (spin up / spin down) (eV) = 0.7 / -4.6
- F_max (eV Å⁻¹) = 3.63
- ⟨S²⟩ = 0.756

Positions of all 11 atoms, in Å:
C  -2.6954  0.8327  -0.4588
C  -1.3752  0.8465  -0.1294
O  -0.8455  0.0804  0.8114
H  -3.1783  1.5836  -1.1825
H  -3.3240  0.1175  0.0421
H  -0.6042  1.2414  -0.7548
H  0.1075  -0.0594  0.5671
O  1.8657  -0.5094  0.3665
C  2.9618  -1.1876  0.2649
O  3.0920  -2.4150  0.1656
H  3.9955  -0.5305  0.3078

---

8.
This record from OMol25 describes a cluster of 2 separate species, C3H5O3P in total. The level of theory is wB97M-V/def2-TZVPD.

Summary:
- orbital gap (spin up / spin down) (hartree) = 0.2917 / 0.2922
- 2S+1 = 3
- LUMO level (spin up / spin down) (eV) = 0.4 / -2.0
- F_max (eV Å⁻¹) = 2.40
- ⟨S²⟩ = 2.018

Positions of all 12 atoms, in Å:
C  0.5950  1.1988  0.0579
C  -0.2988  0.2880  0.5481
C  0.6923  -0.4456  -0.1128
O  1.0465  2.2618  -0.2715
O  1.7320  -1.0456  0.4821
O  0.2549  -1.1570  -1.1776
P  -2.0440  0.2600  -0.1783
H  -0.5840  -0.0950  2.5002
H  1.2913  -1.4658  1.2758
H  0.9921  -1.6400  -1.5651
H  -1.4098  0.2104  -1.5528
H  -2.2675  1.6299  -0.0060

---

9.
This record from OMol25 describes a structure of composition C3H5O3Pm. The level of theory is wB97M-V/def2-TZVPD.

Summary:
- net charge = +2
- orbital gap (spin up / spin down) (hartree) = 0.2223 / 0.2871
- 2S+1 = 5
- LUMO level (spin up / spin down) (eV) = -12.4 / -10.7
- F_max (eV Å⁻¹) = 6.05
- ⟨S²⟩ = 6.026

Positions of all 12 atoms, in Å:
H  1.7039  1.0729  -1.2817
O  1.2650  -0.0547  0.5179
C  0.8669  0.7537  -0.5424
C  0.1383  -0.7472  1.0418
O  0.6425  2.0612  -0.2739
O  -0.4591  0.2059  -0.9543
C  -0.6982  -0.9917  -0.2013
H  -0.3989  -0.1273  1.7775
H  0.4844  -1.6668  1.5245
H  -1.7712  -1.0917  -0.0080
H  -0.3369  -1.8542  -0.7773
Pm  -1.4366  2.4398  -0.8229

---

10.
This record from OMol25 describes a structure of composition C3H5O3Yb. The level of theory is wB97M-V/def2-TZVPD.

Summary:
- net charge = +1
- orbital gap (hartree) = 0.2881
- LUMO level (eV) = -4.3
- F_max (eV Å⁻¹) = 1.42

Positions of all 12 atoms, in Å:
O  -0.5821  0.4111  -0.3449
C  0.6391  0.0125  -0.1198
C  -1.4503  -0.0415  0.7166
O  1.5937  0.3215  -0.8226
O  0.7638  -0.7317  0.9405
C  -0.5341  -0.9626  1.5328
H  -2.2998  -0.5594  0.2640
H  -1.7887  0.8406  1.2694
H  -0.7719  -2.0248  1.4154
H  -0.4763  -0.6954  2.5926
H  2.5458  1.9458  -4.6356
Yb  2.3608  1.4839  -2.8084

---

11.
This record from OMol25 describes a structure of composition C3H5O4P. The level of theory is wB97M-V/def2-TZVPD.

Summary:
- orbital gap (hartree) = 0.3222
- LUMO level (eV) = -0.1
- F_max (eV Å⁻¹) = 3.53

Positions of all 13 atoms, in Å:
C  -0.8286  -0.3418  0.2938
C  -1.5961  0.8281  0.7769
C  0.5455  -0.2843  -0.2268
O  -1.2948  -1.4668  0.3106
O  3.2176  0.1210  0.1263
O  1.0813  -1.5263  -0.4176
O  0.7186  0.5424  -1.4305
P  2.0452  0.9153  0.3506
H  -1.9761  0.6385  1.7927
H  -2.4547  1.0718  -0.0323
H  -0.9015  1.7030  0.7428
H  0.3156  -2.0570  -0.1922
H  1.1279  -0.1439  -2.0945

---

12.
This record from OMol25 describes the ion C3H5O4S with charge -1. The level of theory is wB97M-V/def2-TZVPD.

Summary:
- net charge = -1
- orbital gap (hartree) = 0.3035
- LUMO level (eV) = 3.5
- SMILES string = O=C([O-])[C@H](O)[C@@H](O)S
- F_max (eV Å⁻¹) = 2.89

Positions of all 13 atoms, in Å:
O  -1.2243  1.5857  0.6335
C  -1.1836  0.3356  0.5581
O  -1.6101  -0.5509  1.3503
C  -0.4500  -0.1696  -0.7362
O  -0.6213  -1.5322  -0.8324
C  1.1101  0.1974  -0.4176
O  1.3404  1.5144  -0.4466
S  1.7237  -0.4353  1.2446
H  -0.8878  0.3700  -1.6753
H  -0.8274  -1.9188  0.0795
H  1.6651  -0.4706  -1.0277
H  0.4688  1.9682  -0.2945
H  0.4964  -0.8937  1.5644

---

13.
This record from OMol25 describes a structure of composition C3H5O4Yb. The level of theory is wB97M-V/def2-TZVPD.

Summary:
- orbital gap (spin up / spin down) (hartree) = 0.1934 / 0.1658
- 2S+1 = 2
- LUMO level (spin up / spin down) (eV) = -0.7 / -1.4
- F_max (eV Å⁻¹) = 5.14
- ⟨S²⟩ = 0.751

Positions of all 13 atoms, in Å:
O  -1.5735  1.2159  3.3378
C  -2.2972  1.4352  2.3158
C  -0.1169  0.2213  2.6895
O  -2.8921  2.4585  1.9947
O  -1.8864  0.6704  1.2247
C  -0.5867  0.0955  1.3454
H  -0.0248  -0.7025  3.2630
H  0.6136  1.0088  2.8894
H  -0.6715  -0.9114  0.9263
H  -0.0321  0.7024  -0.0005
O  -0.4666  1.5331  -1.1143
H  -0.0615  1.3911  -1.9722
Yb  -2.6547  2.1025  -0.8883

---

14.
This record from OMol25 describes a structure of composition C3H5O4Yb. The level of theory is wB97M-V/def2-TZVPD.

Summary:
- net charge = +1
- orbital gap (spin up / spin down) (hartree) = 0.2675 / 0.2046
- 2S+1 = 3
- LUMO level (spin up / spin down) (eV) = -5.1 / -8.0
- F_max (eV Å⁻¹) = 4.48
- ⟨S²⟩ = 2.001

Positions of all 13 atoms, in Å:
O  -1.2266  1.0920  -0.2604
C  -0.4147  -0.0546  0.1359
C  -2.5965  0.7690  -0.0721
O  0.4900  0.1516  1.0471
O  -1.3234  -1.0667  0.4368
C  -2.5889  -0.7511  -0.1205
H  -3.1911  1.2257  -0.8714
H  -2.9370  1.1388  0.9075
H  -2.6559  -1.1251  -1.1549
H  -3.3682  -1.2134  0.4945
Yb  2.5771  -0.0393  -0.0251
O  0.3080  -0.3587  -1.0913
H  -0.1994  0.0681  -1.8374

---

15.
This record from OMol25 describes the molecule C3H5OP. The level of theory is wB97M-V/def2-TZVPD.

Summary:
- orbital gap (hartree) = 0.3124
- LUMO level (eV) = -0.4
- SMILES string = C#CPCO
- F_max (eV Å⁻¹) = 8.99

Positions of all 10 atoms, in Å:
C  0.9221  -2.8190  0.5757
C  0.1268  -2.3046  -0.1633
P  -0.3645  -0.6345  -0.6039
C  -1.8348  -0.0685  0.2794
O  -3.0263  1.0177  0.6285
H  1.5993  -3.3289  1.1925
H  -0.7770  -1.5364  -1.6308
H  -2.1483  -1.2545  0.3056
H  -1.3775  0.3006  1.2571
H  -3.1658  1.2443  1.4816

---

16.
This record from OMol25 describes the molecule C3H5P. The level of theory is wB97M-V/def2-TZVPD.

Summary:
- orbital gap (hartree) = 0.3570
- LUMO level (eV) = 0.9
- SMILES string = CC#CP
- F_max (eV Å⁻¹) = 6.00

Positions of all 9 atoms, in Å:
C  -1.8506  0.1630  -0.2491
C  -0.3983  0.0640  -0.2295
C  0.8576  -0.1233  -0.2114
P  2.6337  -0.1500  -0.2344
H  -2.0656  -0.7129  0.3896
H  -2.1197  1.1053  0.4240
H  -2.4254  0.1167  -1.1889
H  2.7803  -1.3237  0.4676
H  2.5882  0.8608  0.8321

---

17.
This record from OMol25 describes a cluster of 2 separate species, C3H5P in total. The level of theory is wB97M-V/def2-TZVPD.

Summary:
- orbital gap (spin up / spin down) (hartree) = 0.3369 / 0.3368
- LUMO level (spin up / spin down) (eV) = 1.1 / 1.1
- F_max (eV Å⁻¹) = 4.97

Positions of all 9 atoms, in Å:
C  -1.2769  -0.1601  0.8602
C  -1.1301  0.7603  -0.0515
C  -0.0343  -0.1276  -0.0103
P  1.6731  0.2207  0.2871
H  -1.7853  -0.8022  1.5174
H  -1.5071  1.7161  -0.4474
H  -0.0532  -0.8638  -1.4714
H  1.8750  0.3252  -1.0746
H  2.2388  -1.0686  0.3904

---

18.
This record from OMol25 describes a structure of composition C3H5P. The level of theory is wB97M-V/def2-TZVPD.

Summary:
- orbital gap (hartree) = 0.3042
- LUMO level (eV) = -0.1
- F_max (eV Å⁻¹) = 5.32

Positions of all 9 atoms, in Å:
C  -0.8835  -0.0345  1.2241
C  0.1421  -0.0210  0.3519
C  1.2223  0.5050  -1.2792
P  -2.1776  -0.0628  2.2371
H  0.5988  -0.9487  0.4009
H  1.1956  1.5240  -1.3558
H  2.1194  -0.0135  -1.0982
H  0.5393  0.2487  -1.9801
H  -2.7563  -1.1971  1.4993

---

19.
This record from OMol25 describes the molecule C3H6. The level of theory is wB97M-V/def2-TZVPD.

Summary:
- orbital gap (hartree) = 0.3531
- LUMO level (eV) = 1.0
- SMILES string = C=CC
- F_max (eV Å⁻¹) = 11.12

Positions of all 9 atoms, in Å:
C  -1.4878  -0.2807  -0.1972
C  -0.1823  0.2361  0.5016
C  0.9494  0.0691  -0.3647
H  -2.3498  -0.3920  0.5107
H  -1.4855  -0.7284  -1.1796
H  -0.0321  0.5802  1.4418
H  1.3445  -0.9385  -0.2913
H  1.7769  0.7466  -0.0541
H  0.7546  0.1254  -1.4087

---

20.
This record from OMol25 describes the molecule C3H6BF3. The level of theory is wB97M-V/def2-TZVPD.

Summary:
- orbital gap (hartree) = 0.4241
- LUMO level (eV) = 0.5
- SMILES string = CB(C)C(F)(F)F
- F_max (eV Å⁻¹) = 2.48

Positions of all 13 atoms, in Å:
C  -0.6976  1.3821  -0.2572
B  -0.1341  -0.0645  0.0295
C  -1.0324  -1.3378  0.1945
C  1.6973  -0.0507  0.0669
F  2.1125  0.6625  1.1430
F  2.1825  0.5744  -1.0160
F  2.3623  -1.2293  0.1544
H  -0.1398  2.3181  -0.2169
H  -1.6163  1.6084  0.2638
H  -1.1907  1.2574  -1.2019
H  -0.6137  -2.2144  -0.3166
H  -2.0494  -1.1169  0.0013
H  -0.8804  -1.7891  1.1551